# 1
C24H23NO9SSi2 as an isolated structure, computed with the ωB97M-V functional and the def2-TZVPD basis.

Each line ends with the Löwdin charge.
Cartesian coordinates (Å):
N 3.321 1.425 -1.483  -0.109
Si 3.263 -0.253 -1.858  0.380
O 2.302 -1.108 -0.802  -0.483
Si 2.900 -2.090 0.370  0.121
S 2.915 -4.139 -0.152  0.449
H 3.559 1.623 -0.518  0.025
H 2.428 1.866 -1.671  0.021
H 2.657 -0.368 -3.194  -0.026
H 4.620 -0.830 -1.829  -0.021
H 1.977 -2.028 1.514  -0.046
H 4.240 -1.637 0.791  -0.036
H 3.984 -4.111 -0.951  -0.242
C -0.919 -0.687 1.008  0.030
C -1.485 0.466 1.350  0.024
C -2.682 0.503 2.226  -0.384
O -3.201 1.561 2.527  0.069
C -3.224 -0.787 2.718  0.023
C -2.659 -1.942 2.376  0.030
C -1.460 -1.984 1.494  -0.376
O -0.944 -3.035 1.189  0.109
H -0.044 -0.741 0.371  0.099
H -1.103 1.425 1.019  0.122
H -4.095 -0.728 3.357  0.124
H -3.034 -2.898 2.718  0.124
C -7.137 2.326 -1.609  0.020
C -6.180 2.843 -2.373  0.019
C -4.758 2.835 -1.938  -0.383
O -3.885 3.307 -2.633  0.108
C -4.449 2.227 -0.618  0.027
C -5.404 1.707 0.146  0.025
C -6.825 1.715 -0.290  -0.381
O -7.697 1.240 0.404  0.109
H -8.179 2.320 -1.902  0.121
H -6.379 3.292 -3.338  0.121
H -3.408 2.240 -0.321  0.110
H -5.206 1.267 1.113  0.101
C 0.001 5.361 5.740  0.020
C 0.601 4.993 4.613  0.018
C -0.163 4.352 3.510  -0.383
O 0.385 4.003 2.486  0.095
C -1.619 4.144 3.712  0.018
C -2.218 4.507 4.842  0.027
C -1.457 5.147 5.946  -0.385
O -1.999 5.482 6.976  0.107
H 0.532 5.828 6.560  0.121
H 1.660 5.135 4.440  0.120
H -2.150 3.670 2.897  0.098
H -3.276 4.357 5.014  0.124
C 5.799 -4.003 -5.148  0.021
C 5.535 -4.946 -6.046  0.022
C 5.206 -6.337 -5.633  -0.384
O 4.968 -7.196 -6.451  0.111
C 5.183 -6.631 -4.175  0.025
C 5.448 -5.686 -3.278  0.014
C 5.774 -4.298 -3.692  -0.386
O 6.013 -3.435 -2.874  0.086
H 6.040 -2.984 -5.423  0.123
H 5.544 -4.758 -7.112  0.122
H 4.940 -7.649 -3.899  0.123
H 5.441 -5.879 -2.212  0.116

Computed properties:
Lowest unoccupied orbital energy, eV: -1.784
Orbital gap, eV: 8.070
Energy, eV: -71768.093
Total charge: 0
Max |F|, eV/Å: 0.541

***

# 2
C24H24AsF3N3O3STl as an isolated structure, computed with the ωB97M-V functional and the def2-TZVPD basis.

Each line ends with the Löwdin charge.
Cartesian coordinates (Å):
Tl 0.021 -0.298 -0.019  1.147
O 3.629 0.280 1.842  -0.247
S 2.252 0.554 2.105  0.648
O 1.302 -0.548 2.165  -0.376
N 1.575 1.438 0.850  -0.092
C 2.265 2.149 -0.022  -0.232
C 3.554 2.712 0.199  0.052
C 4.172 3.489 -0.761  -0.011
C 3.560 3.725 -1.979  0.054
C 2.308 3.124 -2.296  -0.128
C 1.694 3.286 -3.551  0.041
C 0.487 2.684 -3.798  -0.004
C -0.059 1.864 -2.807  -0.093
N 0.489 1.716 -1.610  0.027
C 1.638 2.357 -1.332  -0.152
C 2.077 1.534 3.531  -0.295
C 3.228 2.028 4.134  -0.042
C 3.101 2.711 5.333  -0.039
C 1.848 2.886 5.902  -0.036
C 0.705 2.395 5.279  -0.047
C 0.810 1.711 4.082  -0.047
H 4.010 2.587 1.170  0.115
H 5.131 3.938 -0.546  0.131
H 4.010 4.399 -2.697  0.137
H 2.196 3.862 -4.318  0.138
H -0.016 2.797 -4.747  0.126
H -0.967 1.304 -2.997  0.120
H 4.197 1.853 3.687  0.118
H 3.983 3.097 5.827  0.121
H 1.758 3.409 6.845  0.121
H -0.265 2.539 5.734  0.117
H -0.063 1.306 3.586  0.113
F -0.477 -7.096 -2.584  0.166
C -0.151 -6.930 -1.297  -0.593
F 0.999 -7.572 -1.071  0.179
F -1.102 -7.493 -0.547  0.164
C -0.001 -5.456 -0.973  -0.070
C -0.421 -4.957 0.248  0.043
C -0.278 -3.603 0.487  -0.100
N 0.248 -2.780 -0.422  -0.047
C 0.678 -3.265 -1.590  -0.101
C 0.574 -4.606 -1.904  0.043
H -0.856 -5.605 0.997  0.137
H -0.579 -3.161 1.430  0.121
H 1.118 -2.561 -2.284  0.119
H 0.927 -4.976 -2.856  0.141
C -4.234 -1.191 -0.531  -0.183
As -3.617 -0.177 0.965  1.013
C -4.185 -1.041 2.567  -0.177
C -4.365 1.574 0.888  -0.181
O -1.935 -0.072 0.975  -0.638
H -5.323 -1.203 -0.547  0.059
H -3.857 -2.209 -0.447  0.049
H -3.864 -0.735 -1.447  0.047
H -5.248 -1.268 2.505  0.059
H -3.998 -0.379 3.410  0.055
H -3.613 -1.958 2.691  0.049
H -5.445 1.522 1.022  0.059
H -4.139 2.018 -0.079  0.050
H -3.922 2.174 1.680  0.054

Computed properties:
Lowest unoccupied orbital energy (alpha / beta), eV: -7.760 / -8.058
Orbital gap (alpha / beta), eV: 6.311 / 5.638
Energy, eV: -120394.680
Total charge: +2
ΔE to the lowest compared entry with this formula, charge and spin, kcal/mol: 1.8
Max |F|, eV/Å: 0.523

***

# 3
A 7-piece molecular cluster, C24H24Cl24N4O3S3 overall at a distorted geometry, computed with the ωB97M-V functional and the def2-TZVPD basis.

Each line ends with the Löwdin charge.
Cartesian coordinates (Å):
N 3.415 -3.210 2.949  0.001
C 2.048 -2.642 2.967  -0.205
C 1.429 -2.552 1.566  -0.099
C 1.042 -1.361 1.023  -0.133
C 1.184 -0.078 1.860  -0.225
C 0.251 -0.100 3.119  -0.238
C -1.208 0.385 2.784  -0.440
S -2.203 -1.110 2.571  0.882
C -3.280 -0.898 1.158  -1.003
S -3.055 0.374 0.131  0.770
N -4.268 -1.865 1.050  -0.191
C -3.749 -3.239 0.912  -0.153
C -3.299 -3.590 -0.516  -0.183
O -4.370 -3.439 -1.431  -0.115
C -4.736 -2.058 -1.415  -0.231
C -5.233 -1.604 -0.025  -0.172
C 0.498 -1.320 -0.338  -0.176
C 0.089 0.013 -0.976  -0.240
S -0.944 -0.144 -2.442  0.622
O -0.078 -0.366 -3.568  -0.329
O -1.658 1.102 -2.589  -0.419
C 0.370 -2.492 -0.999  -0.004
C 0.764 -3.744 -0.467  -0.208
N 0.594 -4.846 -1.256  0.147
C 1.030 -5.935 -0.673  -0.115
C 1.601 -5.984 0.626  -0.103
N 1.732 -4.937 1.403  0.139
C 1.298 -3.777 0.822  -0.159
H 3.809 -3.175 2.017  0.065
H 3.404 -4.174 3.252  0.054
H 1.435 -3.284 3.616  0.126
H 2.142 -1.652 3.417  0.085
H 0.928 0.823 1.303  0.057
H 2.223 0.011 2.189  0.082
H 0.141 -1.112 3.523  0.067
H 0.712 0.581 3.849  0.118
H -1.133 1.011 1.890  0.036
H -1.528 0.999 3.636  0.085
H -2.987 -3.492 1.661  0.105
H -4.593 -3.919 1.126  0.130
H -3.064 -4.666 -0.499  0.135
H -2.373 -3.073 -0.825  0.107
H -5.510 -1.826 -2.163  0.004
H -3.844 -1.492 -1.733  0.059
H -5.618 -0.581 -0.038  0.110
H -6.107 -2.248 0.187  0.133
H 1.015 0.477 -1.341  0.059
H -0.333 0.708 -0.246  0.057
H -1.852 -1.156 -2.277  0.065
H -0.057 -2.492 -2.005  0.106
H 0.965 -6.869 -1.239  0.109
H 1.949 -6.949 1.000  0.110
Cl 3.048 0.922 -0.050  0.679
C 4.083 2.338 0.187  -1.972
Cl 3.258 3.491 1.246  0.516
Cl 5.606 1.831 0.934  0.533
Cl 4.415 3.101 -1.373  0.502
Cl -7.337 -0.542 4.925  0.522
C -6.342 -2.000 4.809  -2.038
Cl -7.096 -3.139 3.681  0.515
Cl -4.732 -1.572 4.217  0.522
Cl -6.210 -2.752 6.405  0.520
Cl -7.025 1.761 -4.839  0.530
C -6.049 0.313 -4.565  -2.013
Cl -6.881 -0.747 -3.409  0.584
Cl -5.826 -0.549 -6.091  0.533
Cl -4.475 0.774 -3.905  0.571
Cl 3.733 5.550 5.025  0.517
C 5.307 5.742 4.239  -2.046
Cl 5.593 4.373 3.159  0.476
Cl 5.318 7.242 3.303  0.524
Cl 6.576 5.805 5.470  0.524
Cl 4.882 3.327 -6.176  0.536
C 5.592 4.684 -5.295  -2.034
Cl 4.850 4.796 -3.689  0.476
Cl 7.333 4.430 -5.121  0.530
Cl 5.300 6.185 -6.178  0.505
Cl 6.761 11.434 -4.329  0.522
C 5.618 10.321 -5.090  -2.053
Cl 4.130 11.188 -5.493  0.522
Cl 6.334 9.662 -6.568  0.508
Cl 5.247 9.001 -3.975  0.504

Computed properties:
Lowest unoccupied orbital energy, eV: -0.667
Orbital gap, eV: 8.047
Energy, eV: -370419.555
Total charge: 0
SMILES: NCc1c(CCCSC(=S)N2CCOCC2)c(C[SH](=O)=O)cc2nccnc12.ClC(Cl)(Cl)Cl.ClC(Cl)(Cl)Cl.ClC(Cl)(Cl)Cl.ClC(Cl)(Cl)Cl.ClC(Cl)(Cl)Cl.ClC(Cl)(Cl)Cl
Max |F|, eV/Å: 3.226

***

# 4
C24H24F4I2N6SSn as an isolated structure at a distorted geometry, computed with the ωB97M-V functional and the def2-TZVPD basis.

Each line ends with the Löwdin charge.
Cartesian coordinates (Å):
Sn -1.146 -0.084 -0.871  0.909
C -2.864 -0.578 1.917  -0.102
N -2.131 -1.381 0.914  -0.386
C -1.197 -2.298 1.600  -0.082
C -3.063 -2.153 0.074  -0.232
C -4.046 -1.226 -0.600  -0.252
N -3.338 -0.095 -1.173  -0.156
C -4.038 0.847 -1.870  -0.187
C -3.334 1.818 -2.592  -0.152
F -1.971 1.735 -2.563  -0.039
C -3.938 2.852 -3.272  -0.218
F -3.170 3.741 -3.915  0.097
C -5.318 2.973 -3.312  0.061
C -6.036 2.006 -2.647  -0.222
F -7.378 2.051 -2.604  0.092
C -5.435 0.975 -1.957  -0.127
F -6.281 0.092 -1.347  0.060
H -3.524 -1.233 2.497  0.103
H -3.473 0.187 1.439  0.078
H -2.147 -0.074 2.554  0.065
H -1.721 -3.012 2.218  0.091
H -0.508 -1.704 2.195  0.080
H -0.598 -2.837 0.851  0.073
H -3.578 -2.912 0.680  0.133
H -2.471 -2.698 -0.675  0.098
H -4.805 -0.916 0.133  0.113
H -4.604 -1.772 -1.374  0.131
H -5.765 3.788 -3.849  0.131
I -1.318 -2.182 -4.056  0.705
C 0.795 -1.941 -4.243  -1.141
I 1.605 -0.077 -3.576  0.722
H 1.008 -2.053 -5.298  -0.046
H 1.271 -2.711 -3.647  -0.068
S -0.775 1.766 0.845  0.535
C 0.693 1.343 1.754  -0.771
N 0.873 1.930 2.857  0.026
N 2.119 1.540 3.421  -0.030
C 3.285 2.225 3.088  -0.290
C 4.345 2.236 4.009  -0.035
C 5.544 2.807 3.636  -0.103
C 5.725 3.341 2.364  -0.103
C 4.639 3.332 1.494  -0.089
C 3.430 2.789 1.859  -0.061
N 1.665 0.398 1.195  0.068
N 1.225 -0.620 0.677  -0.009
C 2.235 -1.435 0.051  -0.259
C 1.694 -2.515 -0.673  -0.091
C 2.499 -3.540 -1.165  -0.087
C 3.872 -3.477 -0.957  -0.089
C 4.437 -2.373 -0.339  -0.066
C 3.624 -1.327 0.145  -0.001
H 2.002 1.538 4.443  0.131
H 4.208 1.829 5.001  0.105
H 6.335 2.860 4.368  0.098
H 6.673 3.750 2.061  0.092
H 4.742 3.775 0.509  0.103
H 2.605 2.815 1.154  0.100
H 0.630 -2.569 -0.886  0.059
H 2.073 -4.393 -1.698  0.111
H 4.503 -4.306 -1.255  0.105
H 5.523 -2.351 -0.240  0.109
H 4.095 -0.497 0.655  0.110

Computed properties:
Lowest unoccupied orbital energy, eV: -0.813
Orbital gap, eV: 6.766
Energy, eV: -77953.160
Total charge: 0
ΔE to the lowest compared entry with this formula, charge and spin, kcal/mol: 5.7
Max |F|, eV/Å: 2.203